22
Properties=species:S:1:pos:R:3:forces:R:3 method="wB97M-V/def2-TZVPD" e_above_lowest_kj_mol=140.3 total_charge=+1
C 1.2573 2.1162 0.1777 -0.648 1.901 -2.517
C 1.8315 -0.0508 -1.1476 -1.495 1.701 1.046
C -3.4521 0.5803 0.5168 -0.136 -1.040 -0.445
C 0.7016 0.9422 -0.7831 0.472 1.346 0.289
C -0.4340 0.5467 0.0884 -0.404 -2.507 0.919
N -0.2742 -2.2757 -0.1164 -0.744 -2.213 0.650
O -0.2170 -0.0402 1.2893 -0.237 2.095 -1.480
S -1.9624 0.7661 -0.6287 -0.403 0.366 0.409
H 0.4553 2.7942 0.6087 0.769 -1.022 -0.451
H 1.7482 1.5770 0.9490 1.001 0.202 0.801
H 1.9200 2.8430 -0.4446 -0.783 -1.608 1.280
H 1.5289 -0.6451 -1.9392 -0.489 -0.985 -1.748
H 1.9885 -0.7022 -0.3634 0.732 -1.370 1.834
H 2.7007 0.5146 -1.3581 0.898 0.466 -0.333
H -3.0397 0.5756 1.5299 -0.504 -0.084 -0.127
H -4.0099 -0.3713 0.2351 1.177 0.935 0.521
H -4.2210 1.3727 0.3466 1.266 -0.124 0.020
H 0.3467 1.2935 -1.7614 -0.331 0.441 0.633
H 0.4944 -2.6596 0.4969 -1.149 0.745 -0.447
H -0.4753 -3.1413 -0.6785 0.166 1.151 0.288
H -1.1514 -2.2162 0.4860 1.665 -0.145 -0.715
H 0.7272 0.0689 1.5686 -0.825 -0.251 -0.427